Below is C32H96BF4KO16 as an isolated structure at a distorted geometry, with properties calculated with the ωB97M-V functional and the def2-TZVPD basis.

Geometry (Å):
K 1.583 2.397 -0.925
B 0.790 -0.459 -0.052
F -0.429 0.183 0.208
F 1.788 0.109 0.645
F 0.706 -1.818 0.188
F 1.041 -0.310 -1.446
C 1.239 -5.399 -0.417
C 0.095 -6.125 0.379
O 0.183 -7.451 0.652
H 0.908 -4.428 -0.784
H 1.388 -5.995 -1.317
H 2.067 -5.314 0.286
H -0.756 -5.848 -0.244
H -0.013 -5.583 1.318
H 1.072 -7.717 0.405
C 5.723 -0.870 3.862
C 5.871 0.303 3.032
O 6.071 -0.102 1.650
H 6.621 -1.478 3.748
H 4.800 -1.430 3.708
H 5.562 -0.602 4.906
H 6.782 0.835 3.307
H 4.977 0.913 3.156
H 5.422 -0.787 1.471
C -4.991 -0.258 3.429
C -5.059 1.195 2.969
O -5.481 1.939 4.086
H -5.940 -0.777 3.567
H -4.538 -0.353 4.416
H -4.282 -0.662 2.706
H -5.797 1.271 2.170
H -4.058 1.510 2.674
H -6.411 2.134 3.950
C 1.029 2.159 -5.609
C 1.072 1.518 -4.221
O 0.201 2.179 -3.352
H 0.062 2.331 -6.082
H 1.675 1.739 -6.381
H 1.308 3.205 -5.484
H 2.117 1.466 -3.917
H 0.713 0.489 -4.251
H -0.581 1.626 -3.287
C -1.479 -3.446 -3.763
C -2.513 -4.371 -3.061
O -3.408 -4.941 -4.055
H -0.866 -3.835 -4.576
H -0.871 -3.134 -2.913
H -1.960 -2.557 -4.172
H -2.945 -3.977 -2.141
H -1.949 -5.239 -2.721
H -2.793 -5.251 -4.724
C 2.578 -4.256 -3.566
C 4.076 -3.988 -3.779
O 4.807 -4.273 -2.622
H 2.397 -5.301 -3.318
H 1.938 -4.154 -4.442
H 2.138 -3.803 -2.677
H 4.127 -2.905 -3.885
H 4.467 -4.431 -4.695
H 4.823 -5.223 -2.487
C 1.531 -2.319 4.566
C 1.037 -2.577 3.134
O 0.145 -1.473 2.798
H 2.186 -3.132 4.881
H 0.688 -2.385 5.253
H 1.818 -1.274 4.676
H 0.570 -3.553 3.002
H 1.834 -2.782 2.419
H -0.071 -1.408 1.865
C 4.306 -1.255 -1.021
C 4.389 -2.443 -0.109
O 3.882 -2.041 1.122
H 4.573 -1.415 -2.066
H 5.016 -0.523 -0.637
H 3.321 -0.788 -1.053
H 5.365 -2.927 -0.073
H 3.697 -3.245 -0.365
H 3.073 -1.571 0.907
C -4.559 3.943 0.229
C -6.027 3.550 -0.252
O -7.052 4.158 0.482
H -3.763 3.408 -0.289
H -4.341 3.922 1.296
H -4.554 4.971 -0.135
H -6.184 2.477 -0.140
H -6.181 3.770 -1.308
H -7.023 3.744 1.348
C -1.627 0.102 -5.869
C -2.896 0.824 -6.337
O -3.684 -0.002 -7.194
H -0.819 0.296 -6.574
H -1.768 -0.971 -5.739
H -1.334 0.516 -4.905
H -2.645 1.797 -6.761
H -3.368 1.081 -5.389
H -3.504 -0.887 -6.867
C 1.740 3.410 5.162
C 1.496 1.957 4.897
O 2.081 1.747 3.614
H 2.787 3.671 5.008
H 1.405 3.643 6.172
H 1.259 4.091 4.460
H 0.445 1.668 4.909
H 1.829 1.377 5.758
H 1.909 0.845 3.334
C 5.245 3.601 1.896
C 3.823 4.140 1.902
O 2.813 3.273 1.424
H 5.694 3.460 2.879
H 5.871 4.359 1.426
H 5.472 2.661 1.392
H 3.808 5.029 1.271
H 3.595 4.516 2.900
H 2.568 2.665 2.126
C 0.000 6.681 -0.765
C -0.516 5.407 -0.113
O -0.459 4.321 -1.040
H 1.089 6.646 -0.733
H -0.341 7.599 -0.287
H -0.386 6.885 -1.764
H -1.523 5.482 0.298
H 0.084 5.032 0.716
H -0.804 4.681 -1.860
C -1.575 3.148 2.628
C -1.379 4.517 3.384
O -2.649 5.081 3.331
H -2.024 3.363 1.658
H -2.300 2.494 3.114
H -0.672 2.539 2.593
H -0.697 5.199 2.876
H -0.971 4.600 4.391
H -2.635 5.882 3.860
C -3.689 0.050 -2.523
C -2.431 -0.519 -1.822
O -1.245 0.027 -2.413
H -3.817 -0.308 -3.545
H -3.631 1.132 -2.646
H -4.639 0.011 -1.991
H -2.391 -1.608 -1.862
H -2.522 -0.322 -0.754
H -0.499 -0.440 -2.029
C -2.848 -4.348 1.840
C -3.022 -3.399 0.691
O -1.747 -3.431 0.008
H -2.357 -5.281 1.562
H -3.795 -4.649 2.287
H -2.192 -3.841 2.547
H -3.349 -2.385 0.926
H -3.749 -3.881 0.038
H -1.283 -2.717 0.451

Calculated values
multiplicity	1
calculated total energy	-3504.93411	hartree
LUMO energy	-0.00546	Eh
strongest force on any atom	4.13	eV Å⁻¹